1.
DFT (wB97M-V/def2-TZVPD) results for a molecular structure, C24H19N6NiO6S at a distorted geometry.

XYZ file:
```
57
Properties=species:S:1:pos:R:3:mulliken_charge:R:1
Ni -0.79925 -0.02234 -0.67592 0.569
O -2.38685 -1.33274 -0.91252 -0.459
C -3.58455 -1.08274 -0.79852 -0.205
C -4.19775 0.20356 -0.67632 0.752
C -5.59155 0.29666 -0.63502 -0.473
C -6.20925 1.52476 -0.56082 -0.370
C -5.45185 2.70866 -0.51472 -0.448
C -4.09015 2.64656 -0.52992 -0.741
C -3.39055 1.40056 -0.60562 0.145
O -2.12495 1.39576 -0.61132 -0.879
N -7.65315 1.58026 -0.54732 1.028
O -8.17025 2.67306 -0.53922 -0.621
O -8.23845 0.52006 -0.55112 -0.624
H -4.28715 -1.93384 -0.80152 0.402
H -6.19845 -0.59724 -0.67192 0.510
H -5.96865 3.65606 -0.46432 0.504
H -3.48855 3.54096 -0.49152 0.454
N 1.70985 -2.67134 1.10988 0.063
C 1.37635 -2.14344 2.33428 1.037
C 1.87955 -2.32864 3.61478 -1.055
C 1.30725 -1.58264 4.62378 -0.487
C 0.26535 -0.67984 4.37978 -0.677
C -0.23665 -0.48234 3.11238 -1.025
C 0.32845 -1.22614 2.08108 0.576
N 0.07715 -1.21614 0.73578 0.163
C 0.91935 -2.07944 0.18678 -0.033
C 0.96295 -2.23944 -1.24662 -0.613
C 1.57685 -3.18934 -2.01582 -0.001
S 1.27865 -2.89704 -3.67612 -0.129
C 0.35105 -1.51634 -3.24192 -0.288
N 0.28375 -1.29234 -1.97022 0.422
H 2.48415 -3.28114 0.90478 0.306
H 2.68315 -3.01914 3.81318 0.430
H 1.67575 -1.69584 5.63228 0.408
H -0.14935 -0.12574 5.20668 0.424
H -1.02365 0.22336 2.89438 0.501
H 2.15885 -4.03044 -1.69682 0.451
H -0.11385 -0.89834 -3.98762 0.466
O 4.19765 -1.93884 -0.13812 -0.402
C 4.47275 -0.75864 -0.84482 -0.387
N 4.99405 0.27596 0.00568 -0.070
C 4.45195 1.47706 0.35078 0.077
O 5.00835 2.23306 1.10698 -0.592
C 3.15295 1.82836 -0.31372 0.190
C 3.09515 2.90876 -1.18772 -0.510
C 1.87375 3.22886 -1.75372 -0.834
C 0.76755 2.44676 -1.45402 -0.162
N 0.82115 1.41286 -0.61582 0.378
C 1.98635 1.13006 -0.03512 -0.315
H 5.02615 -2.29464 0.20938 0.266
H 3.52155 -0.43724 -1.27592 0.334
H 5.18725 -0.96364 -1.65592 0.315
H 5.90445 0.10876 0.41858 0.248
H 3.99005 3.47616 -1.39702 0.510
H 1.77745 4.06436 -2.42752 0.433
H -0.19785 2.66546 -1.89122 0.424
H 2.00595 0.33026 0.69238 0.614
```

Properties
- net charge = +1
- 2S+1 = 3
- gap between HOMO and LUMO (alpha / beta) (eV) = 7.69 / 7.75

2.
DFT (wB97M-V/def2-TZVPD) results for a molecular structure, C24H19N6O4PtS2Se at a distorted geometry.

XYZ file:
```
57
Properties=species:S:1:pos:R:3:mulliken_charge:R:1
Pt 1.05526 1.52421 -0.30589 0.254
C 2.21706 5.65091 0.06871 -1.472
C 2.31866 4.14591 -0.06309 0.897
O 1.23746 3.54791 -0.35109 -0.756
C 3.57896 3.57071 0.10861 -1.371
C 3.88366 2.20691 0.07041 1.567
C 5.30626 1.74281 0.15751 -1.362
N 2.95356 1.26951 -0.02839 0.270
N 3.36776 -0.01679 -0.00619 -0.719
C 2.37396 -0.86189 -0.16379 0.237
O 1.16376 -0.49309 -0.39739 -0.537
C 2.70146 -2.29389 -0.09039 0.480
C 1.67876 -3.23699 -0.05809 -0.221
C 1.98756 -4.58339 -0.00419 -0.731
C 3.30936 -5.00029 0.01701 -0.326
C 4.32866 -4.06029 0.00771 -0.648
C 4.03086 -2.71229 -0.04319 -0.364
H 1.16876 5.93481 0.11401 0.331
H 2.67966 6.13381 -0.78989 0.308
H 2.72626 5.98321 0.96921 0.382
H 4.40566 4.24551 0.27821 0.252
H 5.99916 2.57791 0.19501 0.357
H 5.52216 1.11341 -0.70499 0.325
H 5.42026 1.11441 1.03811 0.311
H 0.65626 -2.88799 -0.06569 0.408
H 1.19206 -5.31239 0.02141 0.409
H 3.54286 -6.05579 0.04231 0.362
H 5.35886 -4.38429 0.04031 0.368
H 4.80966 -1.96519 -0.04799 0.443
Se -1.31074 3.45371 2.82011 0.230
N -2.65074 3.93151 1.72201 -0.879
C -2.44374 3.34931 0.53981 0.428
C -3.18514 3.50061 -0.63419 -0.409
C -2.74364 2.85181 -1.78189 -0.641
C -1.59704 2.08161 -1.76609 -0.492
N -0.87254 1.90781 -0.65409 0.035
C -1.27134 2.52141 0.46791 1.251
N -0.52134 2.44051 1.56401 -0.440
H -4.06184 4.12671 -0.64379 0.488
H -3.28504 2.95761 -2.70769 0.428
H -1.22484 1.59991 -2.65859 0.508
O -3.84994 -1.83799 -2.89509 -0.695
S -4.11104 -1.19079 -1.63449 1.080
O -5.14084 -0.18559 -1.65169 -0.685
N -2.73054 -0.63469 -0.93869 -0.353
C -2.49334 -1.24169 0.18201 0.599
S -1.16104 -0.93369 1.15901 -0.471
C -3.46534 -2.28949 0.57921 0.223
C -3.45674 -3.10569 1.70211 -0.752
C -4.45414 -4.05919 1.83201 -0.508
C -5.44434 -4.20279 0.86941 -0.438
C -5.46214 -3.37299 -0.24799 -0.509
C -4.46974 -2.42969 -0.36649 -0.031
H -2.68504 -2.99939 2.45071 0.432
H -4.45724 -4.70489 2.70001 0.372
H -6.20044 -4.96569 0.99031 0.370
H -6.22474 -3.46579 -1.00589 0.407
```

Properties
- net charge = -1
- gap between HOMO and LUMO (eV) = 4.99
- ΔE to the lowest compared entry with this formula, charge and spin (kJ/mol) = 116.1

3.
DFT (wB97M-V/def2-TZVPD) results for a molecular structure, C24H20BFN3O5Sr.

XYZ file:
```
55
Properties=species:S:1:pos:R:3:mulliken_charge:R:1
Sr 1.80645 0.48846 0.52316 1.862
C 1.49802 -1.62559 4.62494 -1.395
C 0.97441 -0.71631 3.52738 0.746
O 1.82914 -0.08663 2.84838 -0.839
C -0.41004 -0.62263 3.37065 -1.020
C -1.11335 0.22075 2.48525 0.801
C -2.59322 0.37835 2.74632 -1.142
N -0.54203 0.85805 1.48030 -0.008
N -1.41966 1.71354 0.83995 -0.361
C -0.96535 2.39836 -0.13174 0.037
O 0.35406 2.44010 -0.50892 -0.457
C -1.86177 3.33278 -0.84878 0.979
C -3.21246 3.41665 -0.50490 -0.405
C -4.05164 4.29226 -1.16870 -0.647
C -3.55701 5.09812 -2.18839 -0.336
C -2.21911 5.01625 -2.53601 -0.849
C -1.37279 4.13988 -1.87121 -0.328
H 2.57401 -1.73585 4.51072 0.349
H 1.02030 -2.60486 4.58090 0.356
H 1.28491 -1.19909 5.60720 0.360
H -1.01257 -1.18748 4.07009 0.161
H -2.90854 -0.28006 3.55263 0.360
H -3.16670 0.16110 1.84553 0.230
H -2.81707 1.41027 3.01806 0.274
H -3.58451 2.77966 0.28555 0.430
H -5.09810 4.34572 -0.89436 0.386
H -4.21585 5.78135 -2.71016 0.377
H -1.82689 5.63459 -3.33383 0.381
H -0.33245 4.06488 -2.14882 0.426
F 6.98263 -4.01607 -0.42314 -0.343
C 6.01983 -3.05765 -0.26282 0.701
C 4.90693 -3.33970 0.49727 -0.816
C 3.94168 -2.34213 0.64305 0.327
C 4.02365 -1.06575 0.05949 -0.936
C 5.19003 -0.87183 -0.69852 -0.133
C 6.18603 -1.83092 -0.86863 -0.719
H 4.80010 -4.31304 0.96148 0.360
H 3.08427 -2.60980 1.26134 0.187
H 5.35087 0.07894 -1.20350 0.251
H 7.07245 -1.64061 -1.46217 0.362
O -1.52440 0.43271 -1.92184 -0.450
B -0.13813 0.52159 -2.30298 1.241
O 0.32975 -0.80752 -2.62914 -0.557
C -0.69372 -1.63803 -2.29283 0.708
C -0.72175 -3.01214 -2.33102 -0.973
C -1.90341 -3.63946 -1.92290 -0.412
C -2.99798 -2.90511 -1.49798 -0.639
C -2.96324 -1.50734 -1.46081 -0.641
C -1.79875 -0.89629 -1.86287 0.558
H 0.14203 -3.57551 -2.65663 0.454
H -1.95914 -4.72047 -1.93446 0.379
H -3.89599 -3.42190 -1.18400 0.367
H -3.80626 -0.91612 -1.12844 0.476
O 0.39130 1.70793 -2.86240 -0.635
N 0.92103 1.47361 -1.58672 -0.844
```

Properties
- net charge = -1
- gap between HOMO and LUMO (eV) = 7.31
- ΔE to the lowest compared entry with this formula, charge and spin (kJ/mol) = 23.0